Density functional theory data (the ωB97M-V functional and the def2-TZVPD basis) for C54H79I2N16O2PS2Si as an isolated structure in a non-equilibrium geometry.

```
157
Properties=species:S:1:pos:R:3:mulliken_charge:R:1
C 1.06392 -4.64370 1.09141 -0.699
C 2.44671 -4.07955 0.69182 -0.498
P 2.52267 -3.48729 -1.07188 -0.481
C 1.41216 -4.59140 -2.09096 -0.350
C 0.81142 -3.89410 -3.33501 -1.134
C 1.83455 -1.75782 -1.18368 0.339
C 1.05753 -1.29591 -0.13331 0.331
C 0.46444 -0.03725 -0.13796 0.577
C -0.40436 0.47629 0.99762 -1.628
I 0.70105 0.31578 2.85780 0.104
C -1.81167 -0.23101 1.05268 -0.491
C -2.36845 -0.27641 -0.39153 -0.807
I -1.78644 -2.14763 2.01224 0.032
C 0.68609 0.76148 -1.25296 -0.311
C 1.48881 0.30734 -2.27781 0.874
C 2.07669 -0.94212 -2.28409 -0.316
C 2.93344 -1.43004 -3.44181 -1.843
O 2.26630 -1.17452 -4.68102 0.071
C 2.70020 -1.94325 -5.69283 0.578
C 1.97211 -1.71489 -7.00931 -1.079
O 3.61434 -2.73313 -5.62855 -0.572
S 1.71456 1.45676 -3.63215 -0.180
C 0.07932 2.15604 -3.73962 0.793
C -0.52561 2.44376 -4.93333 -0.614
C -1.80822 2.95422 -4.90419 0.806
S -2.55068 3.30304 -6.51104 -0.265
C -2.48238 3.16226 -3.71588 0.512
C -3.91094 3.68730 -3.68060 -1.622
N -4.77396 2.52723 -3.32524 -0.508
C -1.82999 2.87450 -2.53396 -0.534
C -0.55197 2.36549 -2.52700 -1.679
N 0.05270 2.05578 -1.27179 0.746
Si 1.12384 3.36264 -0.65697 0.642
C 0.59179 3.97104 1.06343 -1.225
C 0.97322 4.87916 -1.79363 -1.095
C 2.94567 2.88516 -0.53551 -1.089
H 0.90569 -5.61211 0.60218 0.307
H 0.23597 -3.98144 0.81877 0.202
H 0.98118 -4.78246 2.17152 -0.027
H 3.18004 -4.86988 0.87229 0.704
H 2.68369 -3.24861 1.36669 0.408
H 0.54398 -4.89608 -1.48806 0.376
H 1.91875 -5.51700 -2.37193 0.474
H 0.09966 -4.61347 -3.76313 0.532
H 0.23660 -3.00384 -3.06729 0.268
H 1.55043 -3.70744 -4.11564 0.127
H 0.87337 -1.91639 0.73706 0.014
H -0.62624 1.53492 0.87284 0.449
H -2.44224 0.41381 1.67023 0.796
H -2.04410 0.62548 -0.91724 -0.116
H -3.45783 -0.32967 -0.31978 0.460
H -1.97258 -1.16879 -0.88275 0.304
H 3.90683 -0.91915 -3.44764 0.578
H 3.13972 -2.48379 -3.25846 0.529
H 2.14751 -2.54118 -7.69510 0.392
H 0.89121 -1.64074 -6.84679 0.268
H 2.31445 -0.76126 -7.42288 0.192
H 0.01230 2.24466 -5.85528 0.591
H -2.88586 2.05314 -6.91865 0.138
H -3.99680 4.44945 -2.90420 0.424
H -4.21642 4.02861 -4.67022 0.406
H -5.60901 2.84640 -2.84785 0.225
H -5.07627 2.06462 -4.17430 0.193
H -2.31122 3.00984 -1.56784 0.373
H -0.47954 4.20909 1.02481 0.299
H 1.11039 4.92819 1.21108 0.413
H 0.85651 3.28068 1.86812 0.247
H 1.21480 4.55360 -2.80820 0.279
H -0.06049 5.23226 -1.70471 0.268
H 1.66762 5.62723 -1.40118 0.410
H 3.13736 1.81433 -0.41685 0.267
H 3.39716 3.39836 0.32345 0.407
H 3.45093 3.27140 -1.42970 0.292
C 2.73609 -8.48566 1.05298 -0.845
C 2.27941 -8.20102 -0.30918 0.457
N 1.91705 -7.97724 -1.37937 -0.444
H 1.98000 -8.16764 1.76883 0.254
H 2.91092 -9.55364 1.16785 0.345
H 3.66179 -7.94874 1.25134 0.271
C 0.83094 -3.86369 5.71377 -0.530
C 1.96932 -4.08652 4.82472 0.415
N 2.85111 -4.26223 4.10353 -0.495
H 0.12772 -3.19126 5.22579 0.098
H 0.32808 -4.80291 5.93339 0.265
H 1.17236 -3.41295 6.64492 0.242
C -1.47584 1.12422 -10.42384 -0.716
C -0.62043 1.21911 -9.24049 0.331
N 0.04338 1.29393 -8.30259 -0.301
H -2.51550 1.27984 -10.14001 0.155
H -1.19463 1.88319 -11.14896 0.230
H -1.37756 0.13758 -10.87336 0.304
C -3.26411 -4.86444 4.99606 -0.899
C -2.10268 -5.09260 4.13099 0.247
N -1.20426 -5.28275 3.44002 -0.324
H -3.96276 -4.19390 4.50062 0.166
H -3.76106 -5.80568 5.20560 0.418
H -2.94393 -4.41561 5.93439 0.339
C 4.31100 2.11528 -6.67330 0.259
C 4.68474 3.50009 -6.38506 0.262
N 4.98391 4.58965 -6.15806 -0.498
H 3.88543 2.04617 -7.67257 0.311
H 5.18527 1.48050 -6.61884 0.100
H 3.57481 1.77073 -5.94720 -0.383
C 8.94262 2.38450 -6.38822 -0.676
C 7.85388 1.81505 -7.18134 0.447
N 6.98744 1.36626 -7.79460 -0.498
H 9.87679 1.88042 -6.63005 0.314
H 9.04395 3.44659 -6.60404 0.321
H 8.72838 2.25106 -5.32645 0.061
C -4.19790 4.12683 -10.68475 -0.746
C -3.06145 3.83628 -11.56178 0.448
N -2.17347 3.61928 -12.25841 -0.480
H -4.88700 4.80254 -11.18725 0.321
H -4.72023 3.20409 -10.43776 0.270
H -3.84500 4.59397 -9.76660 0.210
C -7.03817 -3.43162 5.38389 -0.596
C -6.28411 -4.51559 6.01722 0.502
N -5.68739 -5.36621 6.51562 -0.518
H -6.53637 -2.47764 5.55738 -0.001
H -7.10850 -3.60757 4.31173 0.317
H -8.04171 -3.38736 5.80339 0.336
C 8.38702 -1.01817 -3.84007 -0.679
C 8.78064 0.36453 -3.55818 0.441
N 9.08403 1.45405 -3.33651 -0.504
H 7.97771 -1.08760 -4.84692 0.253
H 9.25356 -1.67154 -3.76098 0.298
H 7.63140 -1.33939 -3.12562 0.236
C -6.53192 -0.32324 8.42599 -0.635
C -6.44812 -0.32822 6.96476 0.387
N -6.38200 -0.33216 5.81400 -0.489
H -6.68010 -1.33994 8.78955 0.323
H -5.61390 0.07753 8.84735 0.303
H -7.36531 0.29518 8.74445 0.100
C 3.83784 -0.79413 6.34512 -0.431
C 3.40928 -1.75111 7.36809 0.291
N 3.07217 -2.50425 8.17231 -0.479
H 3.10495 -0.76374 5.54291 0.105
H 3.92995 0.19821 6.78054 0.233
H 4.79988 -1.09342 5.93520 0.262
C -8.33658 2.96968 11.24372 -0.520
C -7.20115 2.70979 10.35627 0.322
N -6.30735 2.50532 9.65840 -0.428
H -9.03820 3.64067 10.74902 0.244
H -8.84542 2.03667 11.47887 0.282
H -8.00462 3.43897 12.16534 0.090
C -9.77350 6.31028 12.99955 -0.756
C -9.03124 5.21290 13.62326 0.400
N -8.45255 4.35960 14.12945 -0.429
H -9.24861 7.24930 13.16302 0.282
H -9.86432 6.13459 11.92896 0.274
H -10.76823 6.37649 13.43573 0.271
C 6.81591 2.20018 7.23871 -0.768
C 6.25386 1.84646 5.93282 0.326
N 5.81344 1.56834 4.90539 -0.353
H 6.50719 3.20707 7.51257 0.269
H 6.46308 1.50078 7.99478 0.274
H 7.90239 2.15962 7.19553 0.290
```

## Properties
total charge = 0
calculated total energy = -140252.0832 eV
gap between HOMO and LUMO = 7.1 eV